Entry 1
This record from OMol25 describes a structure of composition C6H14NO. The level of theory is ωB97M-V/def2-TZVPD.

- 2S+1: 2
- E_HOMO (alpha / beta): 0.085 / 0.048 Eh
- Total charge: -2
- Frontier orbital gap (alpha / beta): 0.179 / 0.214 hartree

XYZ file:
```
22
Properties=species:S:1:pos:R:3:mulliken_charge:R:1
C -0.08 -0.09 -1.69 -0.806
C -1.56 -0.66 -1.62 -1.105
C 0.72 -0.25 -0.31 -0.156
N 0.99 -1.73 -0.01 -0.867
C 1.06 -1.84 2.43 -1.081
C 1.68 -1.33 1.13 -0.191
C -0.96 2.88 0.02 -0.660
O -2.00 1.97 -0.05 -0.845
H 0.48 -0.73 -2.38 0.542
H -0.09 0.94 -2.03 0.279
H -1.49 -1.72 -1.40 0.339
H -2.00 -0.48 -2.60 0.315
H -2.05 -0.07 -0.83 0.219
H 0.08 0.28 0.42 0.219
H 1.61 0.29 -0.65 0.092
H -0.22 2.63 0.83 0.142
H 1.22 -2.96 2.51 0.206
H 0.00 -1.69 2.25 0.272
H 1.44 -1.31 3.33 0.327
H 2.77 -1.05 1.15 0.383
H -0.30 2.99 -0.88 0.095
H -1.30 3.92 0.38 0.282
```

Entry 2
This record from OMol25 describes a structure of composition C6H14NO. The level of theory is ωB97M-V/def2-TZVPD.

- 2S+1: 2
- E_HOMO (alpha / beta): 0.078 / 0.044 Eh
- Total charge: -2
- Frontier orbital gap (alpha / beta): 0.171 / 0.205 hartree

XYZ file:
```
22
Properties=species:S:1:pos:R:3:mulliken_charge:R:1
C 0.77 -0.67 -1.12 -0.168
C 0.71 -2.12 -0.57 -1.367
C -0.45 0.14 -0.55 -0.122
N -1.72 -0.26 -1.26 -0.944
C -3.00 0.61 0.81 -1.165
C -2.34 0.76 -0.58 -0.183
C 2.75 1.11 0.98 -0.559
O 3.53 0.80 -0.05 -0.899
H 0.80 -0.82 -2.21 0.385
H 1.74 -0.21 -0.85 0.063
H 0.80 -2.08 0.52 0.277
H -0.17 -2.73 -0.74 0.369
H 1.61 -2.70 -0.88 0.373
H -0.48 -0.21 0.48 0.019
H 0.01 1.16 -0.56 0.153
H 3.19 1.97 1.62 0.297
H -3.39 -0.42 0.87 0.257
H -2.26 0.68 1.63 0.196
H -3.82 1.29 1.09 0.392
H -2.51 1.76 -1.01 0.479
H 2.45 0.29 1.68 0.106
H 1.79 1.65 0.71 0.042
```

Q: Which of them is the most stable? A: entry 1.

Entry 1
This record from OMol25 describes the ion C9H14N3 with charge +1. The level of theory is ωB97M-V/def2-TZVPD.

- E_HOMO: -0.506 Eh
- Total charge: +1
- SMILES: CC1=NN=[N+]2C(C)(C)C[C@@]23C[C@@H]13
- Frontier orbital gap: 0.325 hartree

XYZ file:
```
26
Properties=species:S:1:pos:R:3:mulliken_charge:R:1
C 3.35 0.78 0.94 -1.278
C 2.20 0.38 0.09 0.838
N 1.69 1.27 -0.80 -0.232
N 0.48 1.29 -1.21 -0.832
N -0.33 0.36 -0.82 0.798
C -1.66 0.17 -0.03 0.897
C -2.88 0.35 -0.95 -1.561
C -1.77 1.21 1.10 -1.417
C -1.22 -1.24 0.33 -0.125
C 0.10 -0.86 -0.34 0.110
C 1.12 -1.62 -1.06 -0.983
C 1.73 -0.94 0.15 -0.418
H 2.89 0.61 1.86 0.388
H 3.70 1.72 0.79 0.377
H 4.13 -0.02 0.82 0.325
H -3.15 1.38 -1.12 0.400
H -3.75 -0.18 -0.51 0.398
H -2.76 -0.19 -1.90 0.390
H -2.01 2.19 0.52 0.364
H -0.90 1.19 1.75 0.395
H -2.76 1.07 1.58 0.404
H -1.69 -1.97 -0.31 0.324
H -1.15 -1.28 1.36 0.374
H 1.25 -1.30 -2.11 0.274
H 1.32 -2.73 -1.07 0.319
H 2.08 -1.61 0.94 0.472
```

Entry 2
This record from OMol25 describes a cluster of 2 separate species, C9H14N3 in total. The level of theory is ωB97M-V/def2-TZVPD.

- E_HOMO: -0.528 Eh
- Total charge: +1
- Frontier orbital gap: 0.386 hartree

XYZ file:
```
26
Properties=species:S:1:pos:R:3:mulliken_charge:R:1
C -0.07 -2.02 -0.01 -0.273
C 3.10 1.17 -0.31 -0.343
C 3.60 -0.08 -0.26 -0.291
C 1.42 -0.06 0.22 -0.239
C -1.53 1.52 0.57 -1.394
C -2.48 -0.81 0.70 -1.514
C -1.39 0.10 -1.52 -1.508
C 0.05 -0.62 0.47 0.690
C -1.32 0.08 0.05 1.064
N -0.19 -3.11 -0.39 -0.430
N 1.73 1.16 -0.14 0.135
N 2.48 -0.85 0.14 -0.072
H 3.55 2.11 -0.67 0.380
H 4.62 -0.59 -0.15 0.354
H -2.10 2.23 0.06 0.398
H -0.56 1.96 0.92 0.245
H -1.98 1.34 1.49 0.360
H -3.26 -0.63 -0.13 0.355
H -2.71 -0.46 1.64 0.443
H -2.29 -1.82 0.71 0.543
H -2.45 0.42 -1.77 0.479
H -1.26 -0.92 -2.03 0.334
H -0.70 0.78 -1.94 0.402
H 0.08 -1.09 1.84 0.387
H 1.04 1.89 -0.07 0.219
H 2.60 -1.72 0.60 0.275
```

Q: Which of them is the most stable? A: entry 2.